(1)
The following is a DFT calculation (ωB97M-V/def2-TZVPD) of a single C5HF7O molecule.

The geometry in XYZ format:
```
14
C5HF7O (ωB97M-V/def2-TZVPD)
C 1.86 0.61 -0.14
C 3.05 1.54 -0.45
C -0.59 -0.05 -0.20
C -1.82 0.86 -0.03
C -0.62 -1.54 0.08
O 0.52 0.72 -0.24
F 3.98 0.87 0.26
F -2.43 0.75 1.15
F -1.46 2.11 -0.10
F -2.82 0.67 -0.89
F -1.90 -1.92 0.48
F -0.36 -2.40 -0.91
F 0.28 -1.82 1.02
H 2.33 -0.39 -0.04
```

Summary:
HOMO energy (alpha / beta)   -10.108 / -10.057 eV
Kohn-Sham gap (alpha / beta)   0.294 / 0.290 hartree
Lowest unoccupied orbital energy (alpha / beta)   -0.07737 / -0.07975 Ha
Total energy   -26264.617 eV

Atom charges from the Mulliken analysis, given in e for atoms 1 to 2: number 1, C, carries 0.428; number 2, C, carries -0.422


(2)
The following is a DFT calculation (ωB97M-V/def2-TZVPD) of a molecular structure, C5HF9O3Zr.

The geometry in XYZ format:
```
19
C5HF9O3Zr (ωB97M-V/def2-TZVPD)
O 2.32 -0.53 1.68
C 2.39 -0.41 0.47
O 3.06 -1.34 -0.16
O 1.94 0.74 -0.07
C 0.86 0.74 -1.01
F 0.82 -0.32 -1.74
F 1.08 1.77 -1.77
C -0.60 1.04 -0.40
F -1.33 1.49 -1.31
F -0.48 2.28 0.68
C -1.33 0.00 0.46
F -0.72 -0.11 1.64
F -2.50 0.60 0.73
C -1.61 -1.42 -0.20
F -0.54 -2.15 0.06
F -2.64 -1.90 0.42
F -1.84 -1.29 -1.47
H 2.52 -2.15 -0.38
Zr -1.39 2.96 2.36
```

Summary:
HOMO energy   -26.367 eV
Kohn-Sham gap   0.099 hartree
Lowest unoccupied orbital energy   -0.87031 Ha
Total energy   -37015.727 eV
Net charge   +4

Atom charges from the Mulliken analysis, given in e for atoms 1 to 2: number 1, O, carries 0.018; number 2, C, carries 0.611


(3)
The following is a DFT calculation (ωB97M-V/def2-TZVPD) of 2 unconnected molecules or ions with the total composition C5HNO3.

The geometry in XYZ format:
```
10
C5HNO3 (ωB97M-V/def2-TZVPD)
C 0.83 0.95 0.94
C 1.79 0.46 0.04
C 0.95 -0.58 0.60
C -0.15 1.67 1.43
C -0.91 -0.29 -1.49
N -0.42 -1.37 -1.70
O 0.56 -1.65 0.98
O -0.96 2.37 1.89
O -1.51 0.71 -1.37
H -0.18 -2.26 -1.33
```

Summary:
HOMO energy   -9.113 eV
Kohn-Sham gap   0.259 hartree
Lowest unoccupied orbital energy   -0.07637 Ha
Total energy   -12828.011 eV

Atom charges from the Mulliken analysis, given in e for atoms 1 to 2: number 1, C, carries 0.230; number 2, C, carries -0.805


(4)
The following is a DFT calculation (ωB97M-V/def2-TZVPD) of 8 unconnected molecules or ions with the total composition C60H130N6O8.

The geometry in XYZ format:
```
204
C60H130N6O8 (ωB97M-V/def2-TZVPD)
C 7.26 -18.38 -15.19
C 8.58 -18.98 -14.65
C 9.53 -17.99 -14.01
O 8.10 -19.79 -13.66
H 6.55 -19.17 -15.43
H 7.34 -17.77 -16.10
H 6.75 -17.82 -14.40
H 9.11 -19.52 -15.44
H 9.11 -17.60 -13.08
H 9.61 -17.20 -14.76
H 10.52 -18.33 -13.70
H 7.33 -20.28 -13.96
C 6.36 -13.87 -18.00
C 6.85 -15.33 -17.98
C 6.43 -16.03 -19.25
O 8.18 -15.57 -17.68
H 5.27 -13.80 -17.99
H 6.64 -13.37 -18.93
H 6.60 -13.32 -17.09
H 6.12 -15.58 -17.20
H 5.43 -16.46 -19.14
H 7.20 -16.79 -19.38
H 6.44 -15.42 -20.15
H 8.62 -15.66 -18.53
C 3.73 -10.03 -19.79
C 3.90 -8.55 -19.48
C 3.76 -7.78 -20.82
C 2.30 -7.60 -21.32
C 1.50 -6.91 -20.28
C 1.45 -7.62 -18.92
N 2.85 -8.05 -18.53
O 2.94 -8.57 -17.21
C 0.79 -6.61 -17.93
C 0.49 -8.74 -19.00
C 5.34 -8.03 -18.86
H 4.71 -10.45 -20.04
H 3.25 -10.39 -20.70
H 3.37 -10.65 -18.97
H 4.19 -6.81 -20.57
H 4.23 -8.34 -21.63
H 1.79 -8.54 -21.57
H 2.29 -7.01 -22.24
H 0.49 -6.75 -20.66
H 1.77 -5.86 -20.27
H 0.05 -5.98 -18.42
H 0.31 -7.00 -17.03
H 1.55 -5.88 -17.62
H -0.46 -8.33 -19.35
H 0.82 -9.56 -19.64
H 0.29 -9.07 -17.98
H 5.66 -8.61 -17.99
H 5.42 -6.98 -18.56
H 6.20 -8.23 -19.49
H 3.37 -7.86 -16.72
C 7.64 -14.01 -24.16
C 7.79 -15.51 -24.02
C 8.27 -16.09 -25.40
C 9.76 -15.79 -25.81
C 10.67 -16.32 -24.73
C 10.23 -15.80 -23.31
N 8.81 -15.92 -23.06
O 8.60 -15.47 -21.77
C 11.16 -16.61 -22.21
C 10.65 -14.33 -23.24
C 6.48 -16.18 -23.61
H 8.18 -13.63 -25.03
H 7.71 -13.44 -23.24
H 6.57 -13.84 -24.32
H 8.27 -17.18 -25.48
H 7.57 -15.81 -26.19
H 9.94 -14.73 -25.97
H 9.85 -16.28 -26.78
H 11.69 -16.14 -25.07
H 10.52 -17.38 -24.94
H 11.09 -16.07 -21.26
H 11.12 -17.70 -22.11
H 12.17 -16.41 -22.58
H 10.09 -13.70 -23.93
H 10.25 -13.93 -22.31
H 11.71 -14.16 -23.42
H 6.53 -16.55 -22.59
H 6.17 -17.02 -24.24
H 5.53 -15.65 -23.69
H 8.77 -16.30 -21.31
C -0.22 -18.75 -16.71
C 1.12 -19.12 -17.38
C 1.31 -18.21 -18.60
C 1.77 -16.81 -18.34
C 3.09 -16.88 -17.56
C 2.87 -17.62 -16.19
N 2.27 -18.95 -16.43
O 2.21 -19.70 -15.26
C 4.24 -17.75 -15.50
C 2.18 -16.59 -15.22
C 1.27 -20.54 -17.92
H -1.07 -18.88 -17.37
H -0.30 -17.79 -16.20
H -0.45 -19.40 -15.87
H 1.96 -18.65 -19.36
H 0.36 -18.11 -19.14
H 1.05 -16.16 -17.83
H 2.00 -16.35 -19.29
H 3.53 -15.90 -17.38
H 3.82 -17.32 -18.24
H 5.04 -17.79 -16.23
H 4.69 -16.89 -14.99
H 4.35 -18.62 -14.85
H 2.05 -17.08 -14.26
H 2.76 -15.68 -15.08
H 1.18 -16.35 -15.59
H 2.31 -20.68 -18.24
H 0.56 -20.81 -18.71
H 1.26 -21.28 -17.12
H 2.63 -20.52 -15.52
C 9.16 -19.30 -20.58
C 8.66 -20.46 -19.68
C 7.56 -21.28 -20.54
C 8.12 -22.11 -21.65
C 9.18 -22.99 -21.02
C 10.34 -22.20 -20.30
N 9.72 -21.33 -19.23
O 10.67 -20.73 -18.40
C 11.21 -23.30 -19.55
C 11.34 -21.47 -21.23
C 7.83 -19.86 -18.50
H 9.10 -19.44 -21.66
H 8.61 -18.37 -20.44
H 10.23 -19.19 -20.38
H 6.83 -21.85 -19.97
H 6.90 -20.56 -21.04
H 7.39 -22.66 -22.24
H 8.48 -21.34 -22.33
H 9.43 -23.57 -21.91
H 8.82 -23.62 -20.21
H 11.36 -24.11 -20.25
H 10.69 -23.71 -18.68
H 12.23 -23.04 -19.26
H 11.85 -22.35 -21.63
H 11.99 -20.85 -20.63
H 10.94 -20.73 -21.93
H 8.39 -19.03 -18.06
H 6.84 -19.44 -18.70
H 7.65 -20.53 -17.66
H 10.61 -21.21 -17.57
C 12.36 -12.44 -20.21
C 11.84 -11.12 -19.82
C 10.24 -11.12 -19.95
C 9.50 -12.11 -18.92
C 9.69 -11.56 -17.52
C 11.23 -11.29 -17.24
N 12.07 -10.76 -18.42
O 13.37 -10.32 -18.10
C 11.14 -10.23 -16.07
C 11.84 -12.59 -16.65
C 12.43 -10.03 -20.77
H 11.82 -13.09 -19.51
H 13.44 -12.50 -20.07
H 12.08 -12.58 -21.25
H 9.99 -10.06 -19.92
H 9.95 -11.33 -20.98
H 9.82 -13.13 -19.12
H 8.41 -12.16 -18.97
H 9.29 -12.44 -17.01
H 9.06 -10.75 -17.16
H 10.55 -9.33 -16.24
H 10.64 -10.68 -15.21
H 12.11 -9.97 -15.64
H 11.86 -13.38 -17.40
H 12.90 -12.44 -16.43
H 11.35 -12.93 -15.74
H 11.86 -9.10 -20.77
H 12.45 -10.28 -21.83
H 13.44 -9.75 -20.47
H 13.35 -9.36 -18.03
C 8.31 -10.84 -12.90
C 6.89 -11.10 -12.32
C 5.88 -11.55 -13.52
C 6.10 -12.98 -13.99
C 6.02 -13.93 -12.78
C 7.05 -13.64 -11.70
N 6.99 -12.21 -11.26
O 7.82 -11.91 -10.22
C 6.55 -14.41 -10.45
C 8.35 -14.25 -12.20
C 6.38 -9.77 -11.61
H 8.86 -11.52 -13.56
H 9.05 -10.48 -12.18
H 8.15 -10.08 -13.66
H 4.82 -11.36 -13.42
H 6.03 -11.10 -14.50
H 7.12 -13.09 -14.35
H 5.46 -13.31 -14.81
H 5.97 -14.97 -13.08
H 4.99 -13.77 -12.45
H 5.59 -14.08 -10.05
H 6.28 -15.40 -10.81
H 7.35 -14.58 -9.73
H 8.68 -13.88 -13.17
H 9.25 -14.19 -11.60
H 8.14 -15.30 -12.41
H 5.50 -9.90 -10.99
H 6.28 -8.91 -12.28
H 7.13 -9.38 -10.92
H 7.26 -12.17 -9.49
```

Summary:
HOMO energy   -7.824 eV
Kohn-Sham gap   0.299 hartree
SMILES   CC1(C)CCCC(C)(C)N1O.CC1(C)CCCC(C)(C)N1O.CC1(C)CCCC(C)(C)N1O.CC1(C)CCCC(C)(C)N1O.CC1(C)CCCC(C)(C)N1O.CC1(C)CCCC(C)(C)N1O.CC(C)O.CC(C)O
Lowest unoccupied orbital energy   0.01138 Ha
Total energy   -89634.035 eV

Atom charges from the Mulliken analysis, given in e for atoms 1 to 2: number 1, C, carries -1.349; number 2, C, carries 0.965


(5)
The following is a DFT calculation (ωB97M-V/def2-TZVPD) of 14 unconnected molecules or ions with the total composition C60H142N12O9.

The geometry in XYZ format:
```
223
C60H142N12O9 (ωB97M-V/def2-TZVPD)
O -2.55 -3.18 -1.22
C -2.53 -3.78 -0.15
N -2.60 -5.07 -0.26
C -2.69 -3.20 1.24
H -3.01 -5.55 0.53
H -2.32 -5.43 -1.16
H -3.36 -3.67 1.96
H -2.86 -2.13 1.10
H -1.74 -3.08 1.77
O 2.30 2.68 7.90
C 2.18 1.47 7.65
N 1.49 0.77 8.57
C 2.79 0.79 6.41
H 1.31 -0.22 8.45
H 1.25 1.18 9.46
H 3.31 1.62 5.94
H 2.00 0.71 5.66
H 3.35 -0.14 6.51
O 4.12 3.59 0.84
C 4.76 4.00 1.84
N 4.67 3.58 3.14
C 5.60 5.22 1.72
H 5.39 3.81 3.80
H 4.39 2.61 3.13
H 6.58 4.94 1.34
H 5.73 5.81 2.63
H 5.28 5.94 0.97
O 2.96 2.18 -2.91
C 1.84 2.47 -2.48
N 1.62 2.51 -1.19
C 0.68 2.53 -3.36
H 2.37 2.78 -0.57
H 0.77 2.15 -0.77
H 0.96 2.34 -4.39
H 0.29 3.55 -3.29
H -0.11 1.84 -3.05
O 5.16 -4.09 2.45
C 5.07 -3.84 1.28
N 3.88 -3.88 0.69
C 6.31 -3.62 0.48
H 3.10 -3.83 1.33
H 3.78 -3.60 -0.28
H 6.93 -2.78 0.79
H 6.04 -3.52 -0.57
H 6.94 -4.50 0.50
C 1.80 6.44 1.26
C 1.31 6.33 2.70
N -0.12 6.59 2.82
C -0.39 6.58 4.31
C -1.23 7.83 4.73
C -1.01 5.61 2.22
C -2.52 5.94 2.22
H 1.76 5.41 0.91
H 2.80 6.81 1.07
H 1.28 7.16 0.64
H 1.58 5.36 3.13
H 1.83 7.05 3.32
H -1.15 5.87 4.64
H 0.39 6.37 5.04
H -0.73 8.75 4.41
H -2.21 7.90 4.26
H -1.53 8.05 5.75
H -1.04 4.63 2.69
H -0.57 5.52 1.22
H -2.85 6.80 1.65
H -3.06 6.03 3.16
H -2.86 5.10 1.62
C 0.82 -5.50 2.27
C 0.28 -4.53 3.29
N 1.06 -4.60 4.54
C 2.54 -4.40 4.32
C 3.33 -4.58 5.68
C 0.45 -3.69 5.50
C 0.59 -2.20 5.19
H 1.45 -6.34 2.57
H 1.41 -4.92 1.56
H 0.14 -5.95 1.54
H 0.46 -3.55 2.85
H -0.80 -4.41 3.35
H 2.68 -3.44 3.82
H 2.89 -5.22 3.70
H 4.40 -4.66 5.49
H 3.09 -5.60 5.97
H 3.00 -3.89 6.46
H -0.61 -3.89 5.59
H 0.78 -3.98 6.49
H 0.23 -1.58 6.01
H 1.63 -1.93 5.03
H 0.12 -2.08 4.21
C 7.83 -1.31 -3.00
C 6.83 -1.25 -4.16
N 5.56 -1.70 -3.71
C 5.40 -3.14 -3.53
C 5.38 -3.97 -4.78
C 4.58 -1.14 -4.70
C 3.12 -1.08 -4.29
H 8.77 -0.83 -3.28
H 8.04 -2.35 -2.75
H 7.50 -0.76 -2.11
H 6.71 -0.17 -4.30
H 7.23 -1.82 -4.99
H 6.17 -3.56 -2.89
H 4.48 -3.37 -2.98
H 4.43 -3.94 -5.30
H 6.06 -3.67 -5.58
H 5.39 -5.03 -4.50
H 4.75 -1.25 -5.77
H 4.71 -0.06 -4.67
H 2.59 -0.30 -4.83
H 2.98 -0.78 -3.25
H 2.53 -1.98 -4.43
C -5.97 -3.56 -2.30
C -6.00 -2.14 -1.73
N -6.52 -1.17 -2.76
C -6.83 0.12 -2.10
C -5.56 0.85 -1.52
C -5.75 -0.98 -3.94
C -6.33 0.08 -4.91
H -6.29 -4.41 -1.70
H -4.94 -3.81 -2.54
H -6.60 -3.68 -3.18
H -6.65 -2.08 -0.85
H -4.97 -1.86 -1.50
H -7.54 0.86 -2.46
H -7.40 -0.25 -1.25
H -4.88 0.95 -2.38
H -5.83 1.82 -1.12
H -5.10 0.33 -0.68
H -5.75 -1.92 -4.48
H -4.71 -0.76 -3.69
H -6.28 1.08 -4.48
H -7.32 -0.12 -5.32
H -5.75 0.10 -5.83
C -0.23 -8.63 -2.85
C -0.63 -7.16 -2.44
N 0.14 -6.20 -3.23
C -0.24 -4.79 -3.20
C -1.56 -4.35 -3.89
C 1.59 -6.40 -3.13
C 2.34 -5.86 -4.39
H -0.94 -9.42 -2.61
H 0.66 -8.85 -2.25
H -0.10 -8.56 -3.93
H -1.68 -7.13 -2.70
H -0.50 -7.01 -1.37
H -0.28 -4.51 -2.15
H 0.56 -4.18 -3.61
H -2.28 -5.14 -3.71
H -1.83 -3.33 -3.61
H -1.37 -4.16 -4.95
H 1.89 -7.45 -3.15
H 2.02 -5.83 -2.31
H 2.48 -4.82 -4.08
H 1.67 -6.12 -5.21
H 3.28 -6.37 -4.59
C -2.16 2.14 -0.54
C -1.57 0.69 -0.29
N -0.29 0.72 0.49
C 0.54 -0.51 0.50
C 0.75 -1.27 -0.82
C -0.31 1.55 1.73
C 1.00 1.71 2.45
H -1.69 2.86 -1.21
H -2.50 2.53 0.42
H -3.08 1.91 -1.07
H -2.18 0.00 0.28
H -1.41 0.18 -1.25
H 0.15 -1.19 1.26
H 1.54 -0.27 0.86
H 1.62 -1.91 -0.65
H 0.89 -0.58 -1.65
H -0.16 -1.85 -0.93
H -0.68 2.52 1.40
H -0.98 1.08 2.45
H 0.85 2.28 3.36
H 1.37 0.75 2.82
H 1.74 2.24 1.85
C -4.39 3.92 -5.31
C -4.13 4.15 -3.68
N -5.42 4.36 -3.00
C -6.44 5.32 -3.57
C -7.29 4.88 -4.77
C -5.20 4.69 -1.61
C -4.62 6.06 -1.37
H -3.42 3.56 -5.67
H -4.52 4.83 -5.89
H -5.05 3.07 -5.51
H -3.64 3.30 -3.21
H -3.56 5.06 -3.48
H -7.20 5.73 -2.91
H -5.93 6.24 -3.86
H -6.75 4.29 -5.51
H -8.12 4.27 -4.41
H -7.58 5.82 -5.24
H -4.67 3.92 -1.05
H -6.22 4.79 -1.24
H -5.15 6.60 -0.60
H -4.53 6.80 -2.16
H -3.59 6.05 -1.00
O 5.50 0.28 2.77
C 5.12 0.22 1.64
O 3.86 -0.12 1.17
C 3.84 -0.13 -0.24
C 5.02 0.65 -0.70
C 6.01 0.43 0.39
H 2.96 0.24 -0.77
H 4.14 -1.16 -0.47
H 4.67 1.65 -0.93
H 5.46 0.38 -1.66
H 6.68 1.27 0.63
H 6.55 -0.51 0.30
O -3.98 0.40 2.09
C -4.09 0.95 3.17
O -3.48 0.47 4.30
C -3.63 1.34 5.40
C -4.82 2.16 4.92
C -4.73 2.26 3.43
H -2.74 1.91 5.65
H -3.95 0.78 6.28
H -4.69 3.20 5.22
H -5.76 1.77 5.31
H -4.16 3.11 3.06
H -5.72 2.32 2.98
```

Summary:
HOMO energy (alpha / beta)   0.542 / -5.894 eV
Kohn-Sham gap (alpha / beta)   0.051 / 0.287 hartree
Spin multiplicity   2
Lowest unoccupied orbital energy (alpha / beta)   0.07120 / 0.07069 Ha
⟨S²⟩   0.751
Total energy   -100825.105 eV
Net charge   -1

Atom charges from the Mulliken analysis, given in e for atoms 1 to 2: number 1, O, carries -0.327; number 2, C, carries 0.595


- Which formula does entry 2 have?
  C5HF9O3Zr


- total energy of number 5 (C60H142N12O9)?
  -100825.105 eV